Entry 1:
Computed, not measured: a molecular structure, C41H29Cl3F3FeN4O5S2, with ωB97M-V/def2-TZVPD.

Total charge: 0
HOMO energy (spin up / spin down) in eV: -8.18 / -8.18
Spin multiplicity: 6
Energy in hartree: -5915.29033
F_max in eV/A: 0.74
Expectation value of S²: 8.76
Lowest unoccupied orbital energy (spin up / spin down) in eV: -0.1 / -1.1
Orbital gap (spin up / spin down) in eV: 8.1 / 7.1

Geometry as XYZ:
```
88
C41H29Cl3F3FeN4O5S2 (ωB97M-V/def2-TZVPD)
Fe -1.7847 0.3885 0.5937
O -0.6690 4.1935 1.4752
S -1.7182 3.2154 1.3585
O -1.6826 2.0736 2.2705
N -1.7653 2.4413 -0.0274
C -1.3288 2.9228 -1.2412
C -1.0771 4.2313 -1.5820
C -0.6744 4.5575 -2.8909
C -0.5318 3.6019 -3.8557
C -0.7769 2.2471 -3.5324
C -0.6776 1.1926 -4.4602
C -0.9364 -0.0803 -4.0526
C -1.2699 -0.3290 -2.7072
N -1.3813 0.6252 -1.8058
C -1.1565 1.9066 -2.2199
C -3.2518 4.0630 1.5896
C -4.4409 3.4967 1.1515
C -5.6323 4.1459 1.4348
C -5.6252 5.3450 2.1345
C -4.4277 5.9075 2.5522
C -3.2293 5.2650 2.2833
H -1.1837 5.0044 -0.8339
H -0.4867 5.5946 -3.1345
H -0.2399 3.8608 -4.8646
H -0.4131 1.4082 -5.4885
H -0.8942 -0.9012 -4.7528
H -1.4647 -1.3308 -2.3661
H -4.4371 2.5634 0.6080
H -6.5661 3.7042 1.1158
H -6.5594 5.8451 2.3540
H -4.4276 6.8449 3.0916
H -2.2824 5.6774 2.6009
C -1.6930 -1.6044 0.1347
C -1.8933 -2.7959 0.2987
C -2.1698 -4.2016 0.4430
C -1.2341 -5.0744 1.0040
C -1.5277 -6.4203 1.1474
C -2.7579 -6.9143 0.7381
C -3.7015 -6.0514 0.1993
C -3.4144 -4.7041 0.0561
H -0.2860 -4.6874 1.3385
H -0.7974 -7.0862 1.5892
H -2.9833 -7.9670 0.8458
H -4.6690 -6.4297 -0.1031
H -4.1481 -4.0240 -0.3554
F -5.0757 -1.1608 3.7395
C -4.9414 -0.0023 3.0871
F -4.7361 0.9613 3.9947
F -6.0981 0.2581 2.4708
C -3.7517 -0.0472 2.1019
O -2.6659 -0.4580 2.5248
O -3.9395 0.3750 0.9322
Cl 6.7426 3.3124 -0.5955
C 5.9867 1.8314 -0.1117
C 4.8555 1.3860 -0.7756
C 4.2699 0.1961 -0.3805
C 4.7899 -0.5579 0.6671
C 4.1007 -1.8375 1.0892
C 3.1403 -1.5820 2.2568
N 2.1333 -0.5860 1.9589
C 2.2291 0.7649 2.2083
C 1.1183 1.3295 1.6750
N 0.3240 0.3354 1.1467
C 0.9683 -0.8000 1.3243
O 3.4025 -2.3817 -0.0093
C 4.2917 -3.0629 -0.8844
C 3.8656 -2.9205 -2.3145
C 4.5765 -3.4648 -3.3396
Cl 6.0249 -4.3717 -3.1811
S 3.8657 -3.1831 -4.8736
C 2.5979 -2.2941 -4.1469
C 2.7203 -2.2231 -2.7961
C 5.9187 -0.0741 1.3171
Cl 6.5978 -0.9472 2.6612
C 6.5272 1.1112 0.9390
H 4.4386 1.9644 -1.5873
H 3.3871 -0.1667 -0.8914
H 4.8482 -2.5513 1.4550
H 3.7289 -1.2266 3.1016
H 2.6435 -2.5102 2.5384
H 3.0729 1.1912 2.7199
H 0.8168 2.3614 1.6700
H 0.6148 -1.7687 1.0211
H 4.3269 -4.1223 -0.5983
H 5.3088 -2.6669 -0.7843
H 1.8186 -1.8867 -4.7646
H 2.0174 -1.7103 -2.1564
H 7.4067 1.4653 1.4560
```

Entry 2:
Computed, not measured: a molecular structure, CrN6O18 in a non-equilibrium geometry, with ωB97M-V/def2-TZVPD.

Total charge: -3
HOMO energy (spin up / spin down) in eV: -0.48 / -0.46
Spin multiplicity: 4
Energy in hartree: -2726.68367
F_max in eV/A: 3.39
Expectation value of S²: 3.77
Lowest unoccupied orbital energy (spin up / spin down) in eV: 7.0 / 7.6
Orbital gap (spin up / spin down) in eV: 7.5 / 8.1

Geometry as XYZ:
```
25
CrN6O18 (ωB97M-V/def2-TZVPD)
Cr -0.3560 0.3612 -0.2301
N 2.7888 0.2554 -0.7022
O 3.3905 -0.7508 -0.3113
O 1.5492 0.1013 -1.0256
O 3.3193 1.3610 -0.7204
N -3.1074 -0.5098 0.9658
O -3.3752 -1.3910 0.1536
O -2.1734 0.3287 0.7051
O -3.6853 -0.4155 2.0520
N 0.1094 -2.8847 0.2427
O -0.3313 -1.7194 0.0348
O 1.2423 -3.0120 0.7243
O -0.5897 -3.8585 -0.0708
N 1.5276 0.3532 2.4826
O 0.5569 0.4385 1.6498
O 1.9256 1.3803 3.0465
O 2.0399 -0.7414 2.6768
N 0.4571 3.5110 0.0986
O -0.0958 2.3863 -0.1563
O 1.4838 3.5272 0.7555
O -0.0655 4.5403 -0.3505
N -1.6654 -0.8205 -3.0102
O -1.5709 -0.4718 -4.2001
O -2.1633 -1.9037 -2.7132
O -1.2112 -0.0654 -2.0975
```

Entry 3:
Computed, not measured: a molecular structure, C3H3InLiO4 in a non-equilibrium geometry, with ωB97M-V/def2-TZVPD.

Total charge: +1
HOMO energy in eV: -11.63
Energy in hartree: -614.55752
F_max in eV/A: 2.94
Lowest unoccupied orbital energy in eV: -4.1
Orbital gap in eV: 7.6

Geometry as XYZ:
```
12
C3H3InLiO4 (ωB97M-V/def2-TZVPD)
O -0.4708 0.2788 -0.9716
C 0.0687 -0.4110 -1.8669
C 1.5444 -0.1423 -2.0611
H 1.6682 0.2960 -3.0668
H 2.0710 -1.1127 -2.0600
C -0.8352 0.7688 2.8713
O 0.0062 1.1451 2.1557
O -1.7221 0.2693 3.4174
Li 0.7257 1.1823 0.2117
In -1.2151 -1.7281 -3.0721
O 2.0586 0.7203 -1.0526
H 2.9805 0.9379 -1.2072
```

Entry 4:
Computed, not measured: a single C19H22ClN3O2S molecule in a non-equilibrium geometry, with ωB97M-V/def2-TZVPD.

Total charge: 0
HOMO energy in eV: -9.14
Energy in hartree: -1910.40804
F_max in eV/A: 1.04
Lowest unoccupied orbital energy in eV: 0.4
Orbital gap in eV: 9.5
SMILES string: O=C(NCCc1nccs1)[C@@H]1CCC(=O)N(CCc2ccc(Cl)cc2)C1

Geometry as XYZ:
```
48
C19H22ClN3O2S (ωB97M-V/def2-TZVPD)
O 2.6240 0.0939 2.2707
C 1.9082 -0.3812 1.4153
N 2.3596 -1.2424 0.4754
H 1.7335 -1.5726 -0.2423
C 3.7548 -1.5769 0.3465
H 3.8587 -2.6585 0.2234
C 4.4092 -0.8625 -0.8527
C 4.3955 0.6056 -0.6468
N 5.3502 1.2886 -0.1361
C 5.0374 2.5971 -0.0003
C 3.7969 2.9442 -0.4259
S 2.9699 1.5646 -1.0292
H 3.3224 3.9039 -0.4222
H 5.7646 3.2661 0.4216
H 5.4446 -1.1931 -0.9352
H 3.8713 -1.1204 -1.7676
H 4.2471 -1.2632 1.2699
C 0.4114 -0.0701 1.3716
C -0.2234 -0.0907 -0.0146
N -0.4509 -1.4291 -0.5305
C -0.5836 -2.5516 0.2234
O -0.8781 -3.6176 -0.2857
C -0.2686 -2.4499 1.7027
H -0.9499 -3.1253 2.2237
H 0.7396 -2.8506 1.8423
C -0.3569 -1.0420 2.2703
H -1.4008 -0.7228 2.3171
H 0.0533 -1.0197 3.2808
C -0.8353 -1.5217 -1.9299
H -0.4982 -0.6135 -2.4324
H -0.3286 -2.3879 -2.3658
C -2.3521 -1.7088 -2.1200
C -3.1253 -0.6693 -1.3653
C -3.6054 -0.9426 -0.0894
C -4.2589 0.0280 0.6485
C -4.4395 1.2884 0.1020
C -3.9801 1.5793 -1.1728
C -3.3248 0.5998 -1.8966
H -2.9645 0.8260 -2.8896
H -4.1340 2.5617 -1.5906
Cl -5.2510 2.5116 1.0191
H -4.6288 -0.1891 1.6384
H -3.4642 -1.9274 0.3312
H -2.6157 -2.7032 -1.7601
H -2.5696 -1.6516 -3.1873
H -1.1806 0.4453 0.0342
H 0.4178 0.4440 -0.7254
H 0.3127 0.9409 1.7789
```

Entry 5:
Computed, not measured: a single CH3BrO2S molecule in a non-equilibrium geometry, with ωB97M-V/def2-TZVPD.

Total charge: 0
HOMO energy in eV: -9.86
Energy in hartree: -3162.48085
F_max in eV/A: 3.55
Lowest unoccupied orbital energy in eV: -1.3
Orbital gap in eV: 8.5

Geometry as XYZ:
```
8
CH3BrO2S (ωB97M-V/def2-TZVPD)
C 1.2059 0.1683 0.1538
O -0.5504 -1.7222 -0.4951
O -1.3324 0.7021 0.1485
S -0.3652 -0.3599 -0.8614
Br -3.2589 0.6352 -0.0623
H 1.7044 -0.7798 0.0099
H 0.8903 0.2826 1.1838
H 1.7063 1.0736 -0.0773
```

How do the records compare in ΔE to the lowest compared entry with this formula, charge and spin? In the order shown, they have 5.2, 0.0, 0.0, 0.0, 50.3 kcal per mole.